[1]
Here is a molecular structure, AsB2F14Sn in a non-equilibrium geometry from the OMol25 dataset. Energies are from ωB97M-V/def2-TZVPD.

* HOMO: -8.58 eV
* Kohn-Sham gap: 9.96 eV
* LUMO: 1.38 eV

Structure (ORCA input):
```
! RIJCOSX wB97M-V def2-TZVPD def2/J DEFGRID3
* xyz -1 1
Sn 0.9361 -0.9634 -0.2247
As -1.4309 1.5574 -0.3595
F -0.3142 0.3347 0.3982
F -1.3868 0.5333 -1.8434
F -2.5707 2.7134 -1.2400
F -1.3025 2.7286 1.0914
F 0.0264 2.4090 -0.9726
F -2.9298 0.6581 0.1827
B 2.9421 0.7574 0.6751
F 3.1591 1.4121 -0.5232
F 1.6605 0.9788 0.9372
F 3.0763 -0.6197 0.3872
F 3.8814 1.1087 1.6009
B -1.1865 -2.6977 -0.0478
F -1.8589 -2.8365 -1.2382
F 0.0323 -3.3302 -0.1249
F -0.9945 -1.4056 0.3328
F -1.7395 -3.3382 0.9688
*
```

Results of the Löwdin charge analysis, in e, for atoms 1 through 6: Sn 1.780; As 1.059; F -0.404; F -0.279; F -0.307; F -0.291

=====

[2]
Here is a molecular structure, B2ClCr2H8O4 in a non-equilibrium geometry from the OMol25 dataset. Energies are from ωB97M-V/def2-TZVPD.

* HOMO (spin up / spin down): -14.33 / -14.46 eV
* relative energy (zero: lowest compared OMol25 entry of this formula, charge and spin): 0.0 kcal/mol
* Kohn-Sham gap (spin up / spin down): 7.77 / 8.90 eV
* LUMO (spin up / spin down): -6.56 / -5.57 eV

Structure (ORCA input):
```
! RIJCOSX wB97M-V def2-TZVPD def2/J DEFGRID3
* xyz 1 9
Cr 2.2204 1.9694 -0.5990
Cr -2.2506 -1.5126 -0.0791
Cl -0.6451 0.6808 -2.3346
O -1.4161 1.4736 -3.2065
O 0.4678 1.4544 -1.7959
O -1.4606 0.2609 -1.1909
O -0.1090 -0.4672 -2.9830
B 2.5211 -0.0952 0.3974
H 3.5858 -0.2716 0.8853
H 1.7605 -0.9634 0.6498
H 2.0567 0.9132 0.8806
H 2.6237 -0.0252 -0.7874
B -1.9070 -0.6937 2.0672
H -2.6121 -0.4978 2.9880
H -1.6699 -1.8441 1.8034
H -2.3479 -0.1331 1.0899
H -0.8176 -0.2484 2.2146
*
```

Results of the Löwdin charge analysis, in e, for atoms 1 through 6: Cr 1.169; Cr 1.139; Cl 0.720; O -0.221; O -0.424; O -0.421

=====

[3]
Here is a molecular structure, B2F8Rb in a non-equilibrium geometry from the OMol25 dataset. Energies are from ωB97M-V/def2-TZVPD.

* HOMO: -7.50 eV
* relative energy (zero: lowest compared OMol25 entry of this formula, charge and spin): 124.9 kcal/mol
* Kohn-Sham gap: 9.48 eV
* LUMO: 1.98 eV

Structure (ORCA input):
```
! RIJCOSX wB97M-V def2-TZVPD def2/J DEFGRID3
* xyz -1 1
Rb 1.3683 1.2503 1.0037
B 0.9627 -1.3266 -0.1774
F 2.0874 -1.9044 0.3394
F 0.0080 -2.2973 -0.4079
F 0.3674 -0.5036 0.7596
F 1.1875 -0.7311 -1.3594
B -1.2079 1.1114 -0.0213
F -2.1180 0.0779 -0.0766
F -0.6854 1.2320 1.2513
F -0.1597 0.8099 -0.8964
F -1.8104 2.2816 -0.4150
*
```

Results of the Löwdin charge analysis, in e, for atoms 1 through 6: Rb 1.519; B -1.476; F 0.141; F 0.135; F -0.200; F 0.155

=====

The E results, record by record, are as follows: -106082.97683, -79017.02053, -23760.15490 eV.